Entry 1:
{"formula": "C4H13N2O", "method": "ωB97M-V/def2-TZVPD", "homo_ha": -0.5192, "smiles": "NCC[C@@H]([NH3+])CO", "total_charge": 1, "relative_energy_ev": 1.906, "species": ["O", "N", "N", "C", "C", "C", "C", "H", "H", "H", "H", "H", "H", "H", "H", "H", "H", "H", "H", "H"], "coordinates": [[-2.08569, -2.13249, 0.15075], [2.21992, 0.49641, -0.53504], [0.34289, -0.87645, 1.08212], [-0.24184, 1.11886, -0.36683], [-0.44776, -0.45463, -0.15595], [1.20642, 1.47342, -0.03823], [-1.92160, -0.70673, 0.06800], [-2.33846, -2.59342, -0.65385], [-2.47209, -0.35914, -0.81100], [3.11308, 0.97436, -0.57728], [0.23754, -1.88406, 1.19054], [1.54094, 2.37447, -0.57476], [-0.02851, -1.02803, -0.98216], [1.37074, 1.56531, 1.03632], [-0.90945, 1.55759, 0.40103], [1.32665, -0.65716, 0.79561], [-0.68458, 1.40700, -1.32493], [0.03082, -0.20894, 1.77993], [2.02964, 0.29010, -1.51089], [-2.28867, -0.35647, 1.02664]], "forces_ev_per_angstrom": [[0.135, -0.183, 0.873], [-0.633, -0.683, 0.096], [0.171, 0.887, -2.230], [-0.313, -1.928, 1.496], [-0.038, 2.059, -0.155], [1.195, 0.960, -1.729], [0.244, -2.515, -1.282], [-0.064, 0.467, -0.220], [-0.095, 0.549, 0.453], [0.116, -0.181, 0.342], [-0.397, 0.104, 0.853], [-0.909, 0.478, 0.890], [-0.262, -0.040, 0.030], [-0.136, 0.318, -0.073], [0.380, 0.201, -0.354], [0.040, -0.120, 0.207], [0.640, -0.050, -0.027], [0.101, -0.822, 0.951], [-0.089, -0.116, -0.036], [-0.086, 0.614, -0.085]]}

Entry 2:
{"formula": "C5H23NO6S", "method": "ωB97M-V/def2-TZVPD", "homo_ha": -0.3407, "smiles": "OCCCNCCS.O.O.O.O.O", "total_charge": 0, "relative_energy_ev": 0.000, "species": ["S", "O", "O", "O", "O", "O", "O", "N", "C", "C", "C", "C", "C", "H", "H", "H", "H", "H", "H", "H", "H", "H", "H", "H", "H", "H", "H", "H", "H", "H", "H", "H", "H", "H", "H", "H"], "coordinates": [[2.82266, -1.78340, 2.13588], [2.00268, 1.84577, 2.17909], [-0.26335, 2.02420, 0.42250], [-2.03529, -2.77079, 1.78376], [-0.05668, 3.49705, -1.90143], [1.65956, 1.82056, -3.41513], [-2.51117, 1.40678, -1.08171], [-0.57309, -0.96510, 0.03388], [-2.51365, -1.01778, -1.46747], [-3.16740, 0.18677, -0.79026], [-0.99971, -1.00949, -1.36213], [0.80348, -1.38923, 0.26647], [1.08581, -1.41581, 1.75898], [-0.60871, -0.17798, -1.96363], [2.54027, 2.20420, -3.45472], [1.54802, -0.75978, -0.24111], [0.41628, -2.10329, 2.26645], [-1.62282, -2.18065, 1.12246], [0.88371, -0.43713, 2.20233], [-3.19870, 0.03729, 0.28806], [-0.96238, 3.28598, -2.16768], [-2.81256, -1.06030, -2.51608], [-0.67117, -0.01898, 0.38346], [-1.75723, 1.53185, -0.48459], [-2.88396, -2.35610, 2.00111], [-0.09031, 2.69440, -0.26757], [0.50099, 2.98611, -2.52335], [-0.59516, -1.91340, -1.81921], [1.83164, 1.77599, 3.12452], [1.69636, 1.05155, -2.83753], [-4.18238, 0.29207, -1.16585], [0.92306, -2.38808, -0.14164], [2.88237, 1.47991, 2.05529], [-2.91100, -1.92932, -1.01622], [0.51078, 1.97498, 1.01556], [2.75135, -3.11645, 2.05603]], "forces_ev_per_angstrom": [[-0.059, 0.100, 0.107], [-0.062, 0.038, 0.132], [0.229, -0.069, 0.362], [-0.389, 0.036, 0.137], [-0.076, -0.165, -0.245], [-0.245, 0.112, -0.097], [0.023, 0.237, -0.264], [0.079, -0.284, 0.041], [-0.189, -0.058, -0.061], [0.243, 0.032, -0.221], [0.063, -0.115, -0.128], [-0.185, 0.146, -0.045], [-0.080, 0.159, 0.051], [0.091, 0.142, 0.155], [0.089, -0.153, 0.087], [-0.014, 0.137, 0.009], [0.054, -0.204, 0.021], [0.019, 0.195, -0.026], [0.135, -0.024, -0.143], [-0.107, -0.051, 0.188], [0.036, 0.060, 0.035], [0.127, 0.151, -0.112], [0.014, 0.076, -0.016], [-0.170, -0.083, 0.063], [0.370, -0.182, -0.095], [0.243, -0.023, 0.006], [-0.127, 0.132, 0.219], [-0.034, -0.140, 0.065], [0.001, 0.048, -0.013], [0.191, 0.002, 0.008], [-0.161, -0.028, 0.155], [0.035, -0.257, -0.072], [0.101, -0.068, -0.066], [0.022, -0.051, 0.123], [-0.253, 0.178, -0.320], [-0.018, -0.026, -0.043]]}

Entry 3:
{"formula": "C3H3NO2", "method": "ωB97M-V/def2-TZVPD", "homo_ha": [-0.2706, -0.2706], "total_charge": 0, "relative_energy_ev": 6.023, "species": ["O", "O", "N", "C", "C", "C", "H", "H", "H"], "coordinates": [[-0.54417, 1.12215, 0.30777], [1.03547, 0.42803, -1.10991], [0.78178, -1.11456, -0.84146], [0.09187, -1.22215, 0.23687], [-0.54807, -0.15745, 0.89502], [0.29363, 1.38373, -0.55741], [0.40763, 2.26998, -0.99564], [-1.44157, -0.45994, 1.30031], [-0.07659, -2.24979, 0.76446]], "forces_ev_per_angstrom": [[-1.186, 0.977, 0.767], [-0.718, 2.003, 0.880], [1.110, -0.680, -0.576], [-1.345, 0.466, 1.537], [2.006, -1.859, 0.101], [1.474, -6.903, -1.072], [0.241, 3.911, -1.239], [-2.003, 0.341, 1.253], [0.421, 1.744, -1.651]]}

Entry 4:
{"formula": "C3H10NOPS", "method": "ωB97M-V/def2-TZVPD", "homo_ha": -0.3530, "total_charge": 0, "relative_energy_ev": 2.856, "species": ["S", "P", "O", "N", "C", "C", "C", "H", "H", "H", "H", "H", "H", "H", "H", "H", "H"], "coordinates": [[2.33728, -2.10469, 0.61587], [1.36774, -0.94457, -0.58304], [-2.24124, 0.51709, -0.31200], [0.80963, -1.18359, -2.00165], [-2.11679, -0.78190, 0.15897], [1.44078, 1.19191, 1.16874], [1.14231, 0.83616, -0.28026], [1.88614, 1.18827, -1.00327], [-2.58657, -0.66210, 1.18008], [1.26551, 2.31999, 1.44610], [0.78999, -2.19582, -2.34107], [-1.82132, 0.44373, -1.25426], [-1.10664, -0.98712, 0.19074], [2.51048, 1.01935, 1.43920], [0.22516, 1.18136, -0.72700], [0.67377, 0.57438, 1.83595], [-2.81182, -1.38392, -0.43759]], "forces_ev_per_angstrom": [[-0.541, 0.706, -0.320], [0.232, -0.510, -0.259], [1.451, 1.452, -3.914], [-0.477, -1.955, -0.573], [-3.802, 1.013, 1.853], [-1.440, 1.153, 1.932], [1.353, -0.317, -0.005], [0.280, 0.389, 0.266], [0.850, -0.894, -0.715], [0.097, -2.082, -0.864], [0.270, 1.880, 0.634], [-1.293, 0.739, 2.347], [1.915, -1.570, 0.243], [-1.042, -0.338, -0.114], [-0.612, -0.148, 0.371], [1.984, 1.298, -1.068], [0.775, -0.815, 0.185]]}

Entry 5:
{"formula": "C9H6N2O3S", "method": "ωB97M-V/def2-TZVPD", "homo_ha": -0.3710, "smiles": "N#CS[C@@H](C(=O)c1ccccc1)[N+](=O)[O-]", "total_charge": 0, "relative_energy_ev": 6.163, "species": ["S", "O", "O", "O", "N", "N", "C", "C", "C", "C", "C", "C", "C", "C", "C", "H", "H", "H", "H", "H", "H"], "coordinates": [[-3.59903, 0.67625, -0.44150], [-1.37194, 0.88707, 1.61455], [-1.63915, -2.52972, -0.07047], [-3.67720, -1.83075, -0.06694], [-2.45721, -1.67951, -0.20917], [-2.05356, 3.01415, -0.58321], [2.29687, -0.97430, -0.68529], [0.91462, -0.86384, -0.53963], [0.37759, 0.17515, 0.29419], [1.31877, 1.03490, 0.94454], [3.18802, -0.22008, 0.07664], [-2.72407, 2.07240, -0.57167], [2.68486, 0.79357, 0.85599], [-0.96410, 0.37027, 0.62549], [-2.05327, -0.22956, -0.47158], [2.77205, -1.71637, -1.26592], [-1.70348, -0.23894, -1.47371], [0.24216, -1.48781, -1.04622], [0.79672, 1.88599, 1.50893], [3.46218, 1.30075, 1.38545], [4.18920, -0.43961, 0.11955]], "forces_ev_per_angstrom": [[-0.758, -0.691, 0.176], [-0.495, 0.297, 0.448], [0.991, -0.627, -0.218], [1.185, -0.196, -0.372], [-2.283, 1.127, 1.089], [-0.323, -0.303, -0.230], [-0.129, 0.039, 0.891], [0.469, 2.257, 0.926], [5.063, -0.488, -0.665], [-1.749, 0.596, 0.359], [-3.362, 0.148, -0.311], [0.700, 2.174, -0.067], [-0.095, 0.202, 0.250], [-2.925, -1.373, -0.945], [0.167, -0.549, 1.266], [-0.145, -0.955, -0.848], [0.771, 0.101, -0.785], [-0.539, -0.959, -0.660], [1.429, -1.291, -0.618], [-0.230, 0.916, 0.581], [2.256, -0.425, -0.267]]}

Entry 6:
{"formula": "C10H15NO5S2", "method": "ωB97M-V/def2-TZVPD", "homo_ha": -0.3648, "smiles": "CC(C)CS(=O)(=O)c1cccc(OS(C)(=O)=O)n1", "total_charge": 0, "relative_energy_ev": 2.172, "species": ["S", "S", "O", "O", "O", "O", "O", "N", "C", "C", "C", "C", "C", "C", "C", "C", "C", "C", "H", "H", "H", "H", "H", "H", "H", "H", "H", "H", "H", "H", "H", "H", "H"], "coordinates": [[-1.83098, 2.79918, -0.77552], [-0.47416, -2.11264, 0.09862], [-1.80725, -2.45096, -0.51094], [-2.21865, 2.59246, 0.82678], [-0.33306, 2.81667, -0.83886], [-0.00073, -3.28581, 0.93111], [-2.16821, 4.11652, -1.24412], [-1.17138, 0.52703, 0.62146], [-1.67400, 1.54593, 1.38046], [-1.51425, 1.42982, 2.85206], [-0.62158, -0.70756, 2.59408], [-0.65420, -0.57752, 1.19447], [1.86168, -0.72760, -0.81723], [-0.94678, 0.33632, 3.44201], [2.62386, -1.30766, 0.28633], [2.78462, -0.60690, -2.13945], [0.62576, -1.60614, -1.20007], [-2.40955, 1.52245, -1.82202], [3.73871, -1.01776, 0.24164], [1.62841, 0.35109, -0.52951], [-2.91274, 0.78707, -1.24503], [2.23767, -1.03724, 1.31472], [0.10907, -0.99729, -1.97247], [-0.92146, 0.49874, 4.47314], [2.25913, -0.03662, -2.90128], [-1.79776, 2.24104, 3.47894], [-0.22791, -1.72841, 3.06224], [0.90076, -2.53522, -1.69925], [-1.46383, 1.19640, -2.36380], [2.56285, -2.33146, 0.18740], [3.79695, -0.04281, -1.93984], [-3.11458, 1.96938, -2.56154], [3.13357, -1.62052, -2.42452]], "forces_ev_per_angstrom": [[7.263, 3.840, -1.810], [-3.066, -3.293, 1.434], [2.768, 1.760, 0.898], [-1.390, 1.405, -1.921], [-2.714, -1.910, 0.930], [0.047, 3.638, -1.804], [-2.899, -0.759, 0.943], [-0.878, 0.859, 0.514], [3.258, -5.259, 3.490], [-0.562, 1.338, -3.203], [2.256, -3.964, 0.491], [-1.509, 0.458, 1.355], [0.408, 1.938, -1.838], [-1.070, 1.062, -2.563], [2.353, 1.584, 2.285], [1.214, 0.299, 1.840], [0.704, 1.762, -0.826], [-0.077, 0.265, -1.600], [-1.700, -0.305, 0.187], [-0.502, -1.375, -0.634], [-0.114, -0.995, 0.243], [0.362, -0.275, -1.114], [-0.476, -0.604, 0.749], [0.586, -1.098, 1.618], [0.021, -0.392, -0.324], [-0.388, 0.682, 0.147], [-0.861, 2.299, -1.286], [0.231, -0.145, 0.217], [-1.345, 0.145, 1.006], [0.231, -2.532, 0.181], [-2.111, -0.819, 0.008], [0.523, -0.126, 0.684], [-0.563, 0.515, -0.296]]}

Entry 7:
{"formula": "C15H15N2O4S", "method": "ωB97M-V/def2-TZVPD", "homo_ha": -0.1144, "total_charge": -1, "species": ["S", "O", "O", "O", "O", "N", "N", "C", "C", "C", "C", "C", "C", "C", "C", "C", "C", "C", "C", "C", "C", "C", "H", "H", "H", "H", "H", "H", "H", "H", "H", "H", "H", "H", "H", "H", "H"], "coordinates": [[1.44202, 1.10125, 0.49515], [1.54916, 0.12079, -3.52665], [2.10460, 1.29998, -0.76616], [1.53631, 2.09196, 1.53589], [1.56224, 2.33677, -3.61891], [0.93694, 1.23642, -3.45787], [-0.25145, 0.83192, 0.13062], [2.38583, -1.46909, 0.31221], [2.87079, -2.66322, 0.83429], [-2.35891, 1.70963, -0.59768], [3.44638, -4.17360, 2.79114], [-0.38284, 1.25424, -3.24595], [1.94888, -0.68125, 2.55006], [-4.51979, 2.64596, -1.22239], [-3.13891, 2.80088, -1.05408], [1.91843, -0.46438, 1.16509], [2.90615, -2.88818, 2.21531], [-0.89955, 1.79640, -0.41162], [2.43153, -1.87983, 3.06267], [-4.37719, 0.36384, -0.39358], [-2.99502, 0.50928, -0.22708], [-5.14261, 1.42188, -0.91193], [3.24976, -3.44295, 0.16871], [-2.39652, -0.28360, 0.21897], [2.67746, -4.68367, 3.38212], [-6.21617, 1.29027, -1.07850], [-0.88583, 2.20483, -3.38193], [-0.89215, 0.30092, -3.29996], [2.37349, -1.29735, -0.76410], [-5.11472, 3.46569, -1.61283], [-2.66105, 3.76720, -1.24127], [-0.39227, 2.72555, -0.73206], [1.59835, 0.10472, 3.21878], [2.46215, -2.04539, 4.14385], [3.77946, -4.85125, 2.00069], [-4.85084, -0.57877, -0.13645], [4.29591, -3.97787, 3.45548]], "forces_ev_per_angstrom": [[-1.685, 0.440, -1.908], [-0.087, 0.451, 0.136], [0.068, -0.188, 1.006], [-0.003, -0.234, 0.193], [-0.152, -0.634, 0.155], [0.260, 0.193, -0.466], [0.896, 0.180, 1.099], [-0.171, 0.359, -0.246], [0.060, -0.167, 0.322], [-0.839, -0.188, 0.154], [-0.025, 0.031, -0.003], [-0.398, 0.081, 0.006], [-0.164, 0.292, -0.169], [0.152, -0.600, 0.187], [0.220, -0.665, 0.264], [0.371, -0.846, 0.458], [-0.119, 0.315, -0.203], [1.301, 0.221, -0.280], [0.055, -0.097, -0.057], [0.281, 0.524, -0.217], [-0.563, 0.427, -0.180], [0.529, 0.107, -0.021], [-0.159, 0.299, 0.103], [-0.097, 0.163, -0.286], [0.113, 0.035, -0.079], [0.387, 0.098, 0.097], [0.130, -0.183, 0.001], [0.064, 0.149, 0.112], [0.007, 0.034, 0.166], [0.078, -0.045, 0.091], [-0.109, -0.402, -0.124], [-0.302, -0.293, 0.181], [0.107, -0.163, -0.186], [-0.058, 0.141, -0.320], [-0.045, 0.074, 0.103], [0.011, 0.122, 0.003], [-0.113, -0.030, -0.097]]}

Entry 8:
{"formula": "C2H4FZn", "method": "ωB97M-V/def2-TZVPD", "homo_ha": -0.4797, "total_charge": 1, "relative_energy_ev": 0.997, "species": ["Zn", "F", "C", "C", "H", "H", "H", "H"], "coordinates": [[-1.53783, -1.97061, -1.49003], [1.49760, 0.06253, -1.24900], [1.23044, 0.40819, 0.19545], [-0.34421, 0.03073, 0.53276], [-0.50325, -0.41222, 1.61151], [1.32435, 1.57197, 0.27611], [-0.97551, 1.01704, 0.43519], [-0.69159, -0.70764, -0.31198]], "forces_ev_per_angstrom": [[-0.321, -0.435, -0.561], [-0.143, 0.671, 5.750], [-4.901, 1.978, -6.014], [1.117, -0.527, 0.920], [0.200, 0.625, -2.314], [1.407, -2.096, 0.073], [1.613, -1.242, 0.520], [1.028, 1.026, 1.627]]}